Entry 1:
{"formula": "C5H6N2O2", "method": "ωB97M-V/def2-TZVPD", "spin_multiplicity": 1, "orbital_gap_ev": 6.98, "symbols": ["O", "O", "N", "N", "C", "C", "C", "C", "C", "H", "H", "H", "H", "H", "H"], "coordinates": [[-1.6067, 1.5318, 0.1281], [-3.7130, 0.6684, -0.0736], [1.3335, 1.2744, 0.2387], [-0.1666, -2.0448, 0.6678], [0.1786, -2.0455, -0.6518], [-2.6881, 1.1333, -0.0133], [0.8033, -0.0908, 0.1606], [0.6799, -0.8245, -1.0577], [0.2285, -0.8772, 1.1401], [1.8849, 1.4509, 1.0807], [1.8781, 1.5877, -0.5747], [-0.1366, -0.5353, 2.0238], [0.6191, 1.9343, 0.3146], [-0.2617, -2.7272, -1.2997], [0.9667, -0.4357, -2.0836]], "forces_ev_per_a": [[0.1, 0.7, -0.3], [-3.1, -1.0, -0.5], [1.2, -0.4, 0.3], [0.0, -0.7, -0.8], [-0.8, 1.3, 0.5], [2.9, 0.4, 0.7], [0.2, -0.8, -1.8], [1.5, 1.4, -0.7], [0.7, 0.5, -1.0], [0.3, -0.4, -0.1], [0.0, -0.7, 0.2], [-0.5, 0.7, 3.0], [-2.1, 1.4, 0.0], [-0.2, -1.6, -1.0], [-0.3, -0.8, 1.4]], "mulliken_charge": [-0.40, -0.30, -0.18, -0.62, -0.59, 0.66, 0.39, -0.47, -0.76, 0.38, 0.35, 0.53, 0.33, 0.42, 0.26]}



Entry 2:
{"formula": "C5H6N2O2", "method": "ωB97M-V/def2-TZVPD", "spin_multiplicity": 1, "orbital_gap_ev": 8.28, "symbols": ["O", "O", "N", "N", "C", "C", "C", "C", "C", "H", "H", "H", "H", "H", "H"], "coordinates": [[-2.2866, -1.5077, -0.4157], [2.6721, -1.2739, 0.2023], [1.2914, 1.0175, -0.1444], [0.6174, 2.1152, -0.1269], [1.2172, -1.3008, -0.0864], [-0.7218, 1.7506, -0.0913], [0.4740, -0.1017, -0.1125], [-0.8407, 0.4101, 0.1796], [-2.0323, -0.4158, 0.5864], [-1.5681, 2.5059, 0.0820], [-2.3416, -0.9038, -1.3280], [2.7560, -0.2566, 0.1990], [-1.8064, -0.8127, 1.6353], [0.9377, -2.5536, -0.3934], [-3.0006, 0.2904, 0.5562]], "forces_ev_per_a": [[0.4, 3.7, -1.9], [-5.1, 2.0, -1.5], [1.4, 1.1, -0.3], [0.2, -1.2, -0.9], [2.6, -3.0, -0.1], [-2.1, 0.5, 2.4], [1.3, -1.1, 1.4], [-1.0, -0.8, -1.8], [-1.5, 0.8, -0.8], [1.6, -1.1, -0.5], [0.2, -2.6, 3.4], [0.4, -1.3, 0.2], [-0.8, 0.1, -1.6], [0.4, 4.4, 1.4], [2.1, -1.6, 0.6]], "mulliken_charge": [-0.53, -0.48, -0.25, -0.62, -0.32, -0.35, 0.43, 0.64, -0.47, 0.33, 0.36, 0.46, 0.28, 0.29, 0.24]}



Across the entries above, total energy takes the values -454.0561, -453.9519 hartree, respectively.
Across the entries above, relative energy (zero: lowest compared OMol25 entry of this formula, charge and spin) takes the values 2.124, 4.961 eV, respectively.
Across the entries above, largest force on an atom takes the values 3.251, 5.714 eV Å⁻¹, respectively.